[1]
Below is a molecular structure, C47H38BrKN9O5Se, with properties calculated with wB97M-V/def2-TZVPD.

ORCA input file:
```
! RIJCOSX wB97M-V def2-TZVPD def2/J DEFGRID3
* xyz -1 1
K -1.39 0.85 -0.77
C -5.38 2.63 -2.12
O -4.92 3.94 -2.43
C -4.23 4.53 -1.39
C -4.75 5.66 -0.82
C -4.06 6.34 0.20
C -2.85 5.84 0.62
C -2.30 4.66 0.08
C -1.05 4.21 0.67
N -0.50 3.06 0.52
N 0.68 2.95 1.25
C 1.07 1.74 1.46
O 0.46 0.64 1.11
C 2.32 1.59 2.28
C 2.87 0.32 2.46
C 4.02 0.15 3.22
C 4.63 1.25 3.81
C 4.09 2.51 3.63
C 2.94 2.68 2.87
C -2.95 3.97 -1.00
O -2.47 2.96 -1.58
H -5.76 2.20 -3.05
H -6.20 2.67 -1.39
H -4.57 2.00 -1.74
H -5.71 6.02 -1.18
H -4.47 7.25 0.63
H -2.30 6.34 1.41
H -0.55 4.92 1.34
H 2.38 -0.53 2.00
H 4.44 -0.84 3.35
H 5.53 1.12 4.40
H 4.56 3.37 4.09
H 2.51 3.66 2.72
C 0.85 2.74 -2.59
O 0.95 1.47 -1.94
C 1.88 0.59 -2.38
C 2.72 0.81 -3.45
C 3.63 -0.19 -3.81
Br 4.77 0.12 -5.30
C 3.72 -1.37 -3.12
C 2.86 -1.59 -2.03
C 1.93 -0.62 -1.66
O 1.05 -0.86 -0.68
C 3.00 -2.86 -1.30
N 3.87 -3.79 -1.59
C 3.65 -4.79 -0.65
C 4.27 -6.02 -0.49
C 3.82 -6.86 0.52
C 2.76 -6.47 1.36
C 2.14 -5.25 1.22
C 2.60 -4.42 0.20
N 2.19 -3.19 -0.25
H 1.79 3.29 -2.50
H 0.05 3.26 -2.07
H 0.59 2.61 -3.64
H 2.68 1.73 -4.01
H 4.43 -2.13 -3.39
H 0.89 -0.10 0.07
H 5.08 -6.32 -1.15
H 4.26 -7.83 0.65
H 2.43 -7.16 2.13
H 1.32 -4.95 1.87
H 1.48 -2.55 0.08
N 1.48 -9.47 -0.92
C 1.14 -8.41 -1.20
C 0.73 -7.08 -1.55
C -0.42 -6.54 -0.97
C -0.84 -5.27 -1.32
C -0.11 -4.52 -2.24
C 1.04 -5.05 -2.81
C 1.45 -6.33 -2.47
N -0.54 -3.22 -2.60
C -0.19 -2.52 -3.74
C -0.89 -1.36 -3.69
N -1.67 -1.32 -2.55
C -1.43 -2.44 -1.93
H -0.98 -7.12 -0.26
H -1.74 -4.87 -0.88
H 1.65 -4.47 -3.48
H 2.36 -6.73 -2.90
H 0.50 -2.90 -4.47
H -0.89 -0.56 -4.41
H -1.85 -2.70 -0.97
C -5.03 2.77 1.81
N -3.76 2.30 2.31
C -3.16 1.12 2.03
Se -3.88 -0.28 1.08
N -1.95 1.13 2.64
C -1.77 2.32 3.33
C -0.72 2.80 4.10
C -0.89 4.06 4.66
C -2.06 4.80 4.47
C -3.10 4.31 3.70
C -2.93 3.06 3.14
H -5.38 2.05 1.07
H -4.90 3.74 1.33
H -5.76 2.84 2.62
H -1.21 0.49 2.38
H 0.19 2.24 4.23
H -0.09 4.48 5.25
H -2.14 5.78 4.92
H -4.00 4.90 3.52
*
```

Values from the calculation:
LUMO energy ... 1.805 eV
Relative energy (zero: lowest compared OMol25 entry of this formula, charge and spin) ... 4.0 kJ/mol
Maximum force ... 0.0079 hartree/bohr
Gap between HOMO and LUMO ... 0.227 Ha


[2]
Below is a molecular structure, C25H30N5O2RhSSe at a distorted geometry, with properties calculated with wB97M-V/def2-TZVPD.

ORCA input file:
```
! RIJCOSX wB97M-V def2-TZVPD def2/J DEFGRID3
* xyz 0 5
Rh -0.53 -0.49 -0.16
C -4.52 0.10 1.94
C -3.04 -0.13 1.70
O -2.68 -0.40 0.54
C -2.21 -0.03 2.86
C -0.83 -0.08 2.98
C -0.23 0.09 4.35
N 0.01 -0.22 1.94
N 1.29 -0.19 2.23
C 2.12 -0.12 1.17
O 1.77 -0.08 -0.03
C 3.57 -0.07 1.51
C 4.50 -0.12 0.48
C 5.86 -0.10 0.76
C 6.29 -0.02 2.07
C 5.37 0.04 3.11
C 4.01 0.02 2.83
H -5.04 0.16 0.99
H -4.67 1.01 2.52
H -4.92 -0.74 2.51
H -2.74 0.13 3.79
H -1.00 0.08 5.11
H 0.33 1.02 4.41
H 0.48 -0.72 4.54
H 4.15 -0.19 -0.54
H 6.58 -0.14 -0.05
H 7.35 -0.01 2.30
H 5.71 0.11 4.13
H 3.28 0.07 3.62
C -1.73 5.46 0.86
C -0.68 4.49 1.39
C -0.31 3.47 0.37
N -0.93 2.37 0.18
N -0.45 1.63 -0.86
C 0.57 2.17 -1.47
N 1.20 1.60 -2.52
S 1.01 3.71 -0.78
H -2.02 6.17 1.64
H -2.62 4.92 0.54
H -1.35 6.02 0.00
H -1.07 3.96 2.26
H 0.21 5.04 1.70
H 1.09 0.59 -2.57
H 2.10 1.96 -2.78
C 0.31 -8.22 0.22
C 0.19 -6.77 -0.18
C -0.57 -5.88 0.56
C -0.71 -4.55 0.20
C -1.56 -3.65 1.05
C -0.07 -4.09 -0.97
Se -0.40 -2.33 -1.67
C 0.74 -4.96 -1.71
C 1.48 -4.51 -2.94
C 0.86 -6.28 -1.30
H -0.20 -8.40 1.16
H 1.35 -8.51 0.33
H -0.13 -8.86 -0.54
H -1.09 -6.24 1.44
H -1.89 -4.17 1.95
H -2.44 -3.31 0.50
H -0.99 -2.77 1.34
H 1.82 -3.48 -2.84
H 0.83 -4.57 -3.81
H 2.35 -5.15 -3.11
H 1.48 -6.96 -1.89
*
```

Values from the calculation:
LUMO energy (spin up / spin down) ... 0.336 / -1.617 eV
Relative energy (zero: lowest compared OMol25 entry of this formula, charge and spin) ... 49.9 kJ/mol
Maximum force ... 0.0227 hartree/bohr
Gap between HOMO and LUMO (spin up / spin down) ... 0.270 / 0.198 Ha


[3]
Below is 9 unconnected molecules or ions with the total composition C20H41Cl17FNO4S at a distorted geometry, with properties calculated with wB97M-V/def2-TZVPD.

ORCA input file:
```
! RIJCOSX wB97M-V def2-TZVPD def2/J DEFGRID3
* xyz 0 1
C -2.07 1.14 0.30
C -0.74 1.51 -0.36
Cl -0.72 3.17 -0.99
C 0.41 1.26 0.64
N 0.54 -0.21 0.80
C 0.49 -0.68 2.17
O 1.57 -0.17 2.94
O 1.69 -1.12 3.99
S 1.82 -0.81 -0.05
O 3.09 -0.56 0.51
O 1.68 -0.37 -1.39
F 1.49 -2.32 -0.05
H -2.82 1.07 -0.49
H -1.97 0.15 0.73
H -2.37 1.87 1.05
H -0.58 0.80 -1.16
H 0.17 1.76 1.57
H 1.33 1.66 0.22
H -0.45 -0.38 2.63
H 0.58 -1.77 2.15
H 2.61 -1.04 4.29
Cl -1.40 2.49 -4.42
C 0.11 3.10 -5.14
C 0.03 4.57 -5.49
Cl -1.09 4.88 -6.85
H 0.33 2.50 -6.02
H 0.89 2.94 -4.41
H 1.01 4.92 -5.81
H -0.30 5.16 -4.65
Cl -1.38 5.69 -2.29
C -2.45 7.05 -1.87
C -2.91 6.98 -0.44
Cl -4.03 5.62 -0.16
H -3.29 7.05 -2.56
H -1.88 7.96 -2.02
H -3.45 7.90 -0.18
H -2.07 6.87 0.25
Cl 5.00 -1.29 4.97
C 6.26 -2.31 4.23
C 6.02 -2.52 2.76
Cl 4.57 -3.53 2.45
H 6.28 -3.26 4.77
H 7.21 -1.81 4.39
H 6.87 -3.04 2.32
H 5.88 -1.57 2.25
Cl -3.09 10.10 -0.49
C -3.76 11.00 -1.87
C -5.12 11.59 -1.56
Cl -6.36 10.33 -1.37
H -3.81 10.33 -2.72
H -3.06 11.80 -2.10
H -5.43 12.23 -2.37
H -5.09 12.17 -0.64
Cl 7.31 0.49 1.58
C 6.10 0.52 0.26
C 5.91 1.91 -0.30
Cl 5.11 2.99 0.87
H 5.17 0.12 0.64
H 6.47 -0.14 -0.52
H 5.27 1.86 -1.18
H 6.85 2.36 -0.58
Cl 0.11 -3.80 3.32
C -0.18 -5.51 2.91
C -0.49 -5.69 1.44
Cl -2.07 -5.00 0.98
H -0.99 -5.87 3.54
H 0.72 -6.06 3.16
H -0.53 -6.75 1.19
H 0.28 -5.22 0.83
Cl -4.76 -7.20 0.43
C -4.88 -8.49 1.64
C -4.47 -8.03 3.01
Cl -2.73 -7.69 3.12
H -4.27 -9.33 1.30
H -5.92 -8.81 1.66
H -4.69 -8.81 3.75
H -5.01 -7.13 3.30
Cl 0.79 -8.77 -1.15
C 0.14 -7.89 -2.56
C -1.23 -7.33 -2.29
Cl -2.46 -8.60 -2.14
H 0.14 -8.56 -3.41
H 0.83 -7.07 -2.77
H -1.54 -6.69 -3.11
H -1.25 -6.74 -1.37
*
```

Values from the calculation:
SMILES ... C[C@@H](Cl)CN(COO)S(=O)(=O)F.ClCCCl.ClCCCl.ClCCCl.ClCCCl.ClCCCl.ClCCCl.ClCCCl.ClCCCl
LUMO energy ... 0.410 eV
Maximum force ... 0.0404 hartree/bohr
Gap between HOMO and LUMO ... 0.371 Ha


[4]
Below is a molecular structure, C4H6NaO3 at a distorted geometry, with properties calculated with wB97M-V/def2-TZVPD.

ORCA input file:
```
! RIJCOSX wB97M-V def2-TZVPD def2/J DEFGRID3
* xyz 2 2
C 1.31 1.49 0.27
C 2.79 1.89 0.97
O 1.99 0.80 1.24
Na 2.37 -1.72 2.33
H 0.61 2.25 0.63
H 2.59 2.79 1.57
H 3.76 1.66 0.53
C 0.31 -3.08 -0.48
O 0.86 -3.01 0.55
O -0.10 -2.70 -1.49
C 0.97 0.75 -1.09
H -0.12 0.58 -1.04
H 1.13 1.54 -1.84
H 1.69 -0.01 -1.41
*
```

Values from the calculation:
LUMO energy (spin up / spin down) ... -8.089 / -12.834 eV
Relative energy (zero: lowest compared OMol25 entry of this formula, charge and spin) ... 0.0 kJ/mol
Maximum force ... 0.0665 hartree/bohr
Gap between HOMO and LUMO (spin up / spin down) ... 0.431 / 0.257 Ha


[5]
Below is 2 unconnected molecules or ions with the total composition C4H10O2 at a distorted geometry, with properties calculated with wB97M-V/def2-TZVPD.

ORCA input file:
```
! RIJCOSX wB97M-V def2-TZVPD def2/J DEFGRID3
* xyz -1 2
C -0.23 -1.41 0.77
C 0.72 -0.16 1.01
C -0.13 1.04 1.34
C 1.25 0.25 -0.37
O -0.68 -1.67 -0.33
H -0.33 -2.19 1.64
H 1.62 -0.10 1.77
H 0.01 1.20 2.41
H -1.19 0.66 1.29
H -0.08 1.99 0.79
H 1.78 1.29 -0.28
H 0.52 0.46 -1.28
H 1.87 -0.35 -0.95
H -2.35 -0.37 -2.82
H -1.18 -0.75 -2.23
O -1.61 0.10 -2.76
*
```

Values from the calculation:
LUMO energy (spin up / spin down) ... 4.147 / 4.115 eV
Relative energy (zero: lowest compared OMol25 entry of this formula, charge and spin) ... 224.8 kJ/mol
Maximum force ... 0.1330 hartree/bohr
Gap between HOMO and LUMO (spin up / spin down) ... 0.135 / 0.282 Ha


[6]
Below is 2 unconnected molecules or ions with the total composition C2H3ClN2O at a distorted geometry, with properties calculated with wB97M-V/def2-TZVPD.

ORCA input file:
```
! RIJCOSX wB97M-V def2-TZVPD def2/J DEFGRID3
* xyz 0 1
C 0.67 -0.70 0.28
C -0.97 1.06 0.85
N 0.73 -0.96 -1.00
N -0.73 1.73 -0.11
O -1.27 0.32 1.67
Cl 0.08 -1.97 1.29
H 0.54 -1.83 -1.37
H 1.30 -0.36 -1.47
H -0.34 2.71 -0.14
*
```

Values from the calculation:
LUMO energy ... 0.898 eV
Relative energy (zero: lowest compared OMol25 entry of this formula, charge and spin) ... 216.4 kJ/mol
Maximum force ... 0.0714 hartree/bohr
Gap between HOMO and LUMO ... 0.347 Ha


[7]
Below is a gas-phase ion, CH2NOS3 (charge -1) at a distorted geometry, with properties calculated with wB97M-V/def2-TZVPD.

ORCA input file:
```
! RIJCOSX wB97M-V def2-TZVPD def2/J DEFGRID3
* xyz -1 1
C -2.92 -0.34 -0.27
N 0.42 0.52 -0.42
O -3.80 -0.02 -1.02
S -2.05 -1.73 -0.05
S -2.37 1.19 0.81
S -0.57 1.85 -0.46
H -0.32 -0.31 -0.25
H 0.99 0.45 0.34
*
```

Values from the calculation:
SMILES ... NSSC([O-])=S
LUMO energy ... 3.405 eV
Relative energy (zero: lowest compared OMol25 entry of this formula, charge and spin) ... 85.5 kJ/mol
Maximum force ... 0.0939 hartree/bohr
Gap between HOMO and LUMO ... 0.273 Ha


[8]
Below is a single CH3N5 molecule at a distorted geometry, with properties calculated with wB97M-V/def2-TZVPD.

ORCA input file:
```
! RIJCOSX wB97M-V def2-TZVPD def2/J DEFGRID3
* xyz 0 1
C 0.75 0.06 0.08
H 2.74 0.57 -0.06
H -1.96 -0.88 0.55
H 0.15 -1.79 -0.48
N 2.03 -0.19 -0.21
N -0.02 1.26 0.24
N -1.24 0.85 -0.19
N -1.40 -0.59 -0.27
N -0.15 -1.08 0.36
*
```

Values from the calculation:
SMILES ... [H]/N=c1\nn[nH][nH]1
LUMO energy ... -0.947 eV
Relative energy (zero: lowest compared OMol25 entry of this formula, charge and spin) ... 334.8 kJ/mol
Maximum force ... 0.1257 hartree/bohr
Gap between HOMO and LUMO ... 0.330 Ha


[9]
Below is 2 unconnected molecules or ions with the total composition C27H50ClFN2O8S3 at a distorted geometry, with properties calculated with wB97M-V/def2-TZVPD.

ORCA input file:
```
! RIJCOSX wB97M-V def2-TZVPD def2/J DEFGRID3
* xyz 0 1
C 0.70 -0.93 1.90
C 1.09 -0.75 0.34
C 1.88 -2.07 -0.21
C 1.92 0.62 0.07
C 1.44 1.38 -1.30
C 1.78 0.38 -2.50
C 2.10 1.07 -3.92
C 2.99 2.40 -3.85
O 0.90 1.29 -4.74
O 0.02 1.64 -1.11
C -0.53 2.43 -2.18
C -1.65 1.54 -2.91
C -2.44 2.29 -4.09
C -3.67 1.34 -4.52
S -5.32 2.17 -4.58
C -6.16 2.12 -2.93
S -5.94 3.47 -1.93
N -7.02 1.03 -2.43
C -8.31 1.37 -1.83
C -8.93 0.01 -1.37
N -7.94 -1.00 -1.76
C -6.80 -0.41 -2.39
C -1.28 3.71 -1.47
O -0.98 3.70 -0.06
C -2.16 3.57 0.75
Cl -2.42 5.19 1.61
C -1.82 2.42 1.85
C -0.51 2.74 2.70
F -2.99 2.37 2.72
S -0.49 5.28 -2.18
C -1.39 6.82 -1.70
O 0.93 5.28 -1.64
O -0.47 5.24 -3.71
H -0.28 -1.54 1.99
H 0.46 0.10 2.36
H 1.54 -1.47 2.47
H 0.08 -0.76 -0.23
H 1.34 -3.02 0.17
H 1.81 -2.14 -1.36
H 2.98 -2.05 0.09
H 3.00 0.27 -0.16
H 1.94 1.32 0.97
H 2.00 2.37 -1.31
H 2.69 -0.29 -2.25
H 0.87 -0.31 -2.64
H 2.72 0.30 -4.52
H 2.47 3.27 -3.28
H 3.23 2.71 -4.93
H 3.96 2.18 -3.29
H 1.11 2.09 -5.28
H 0.24 2.89 -2.89
H -1.12 0.61 -3.31
H -2.40 1.21 -2.10
H -1.71 2.33 -4.98
H -2.73 3.37 -3.86
H -3.43 0.92 -5.57
H -3.72 0.47 -3.79
H -8.80 2.39 -1.70
H -9.92 -0.17 -0.83
H -5.85 -0.88 -2.80
H -2.39 3.76 -1.73
H -3.09 3.20 0.20
H -1.67 1.39 1.34
H -0.45 3.80 3.11
H 0.42 2.53 2.06
H -0.46 1.99 3.58
H -2.34 6.90 -2.33
H -1.60 6.91 -0.58
H -0.72 7.70 -2.04
C 1.30 -5.30 2.56
O 2.21 -4.70 3.46
C 1.80 -4.74 4.82
C 2.95 -5.12 5.74
O 3.42 -6.47 5.62
C 4.04 -6.85 4.40
C 5.39 -6.18 4.12
O 5.24 -4.79 3.86
C 6.19 -3.98 4.52
H 0.53 -4.58 2.28
H 1.85 -5.60 1.66
H 0.84 -6.20 2.98
H 0.97 -5.46 4.96
H 1.44 -3.74 5.08
H 2.60 -5.03 6.77
H 3.78 -4.43 5.65
H 3.36 -6.73 3.56
H 4.23 -7.92 4.48
H 5.83 -6.63 3.22
H 6.06 -6.36 4.96
H 6.41 -4.35 5.53
H 5.77 -2.98 4.62
H 7.11 -3.92 3.93
*
```

Values from the calculation:
SMILES ... CC(C)C[C@@H](C[C@H](C)O)O[C@@H](CCCSC(=S)n1ccnc1)[C@@H](O[C@H](Cl)[C@@H](C)F)S(C)(=O)=O.COCCOCCOC
LUMO energy ... -1.617 eV
Maximum force ... 0.1306 hartree/bohr
Gap between HOMO and LUMO ... 0.265 Ha


[10]
Below is a molecular structure, C21H17AlN6O6S3, with properties calculated with wB97M-V/def2-TZVPD.

ORCA input file:
```
! RIJCOSX wB97M-V def2-TZVPD def2/J DEFGRID3
* xyz 0 1
Al 0.27 0.97 1.41
O 1.03 3.61 3.99
C 1.07 2.71 3.19
O 0.10 1.84 2.98
C 2.24 2.52 2.18
O 3.24 3.18 2.19
O 1.94 1.60 1.28
N 0.69 2.09 -2.63
C 0.52 1.06 -3.57
C 0.40 1.35 -4.92
C 0.24 0.32 -5.84
C 0.15 -0.99 -5.41
C 0.23 -1.28 -4.05
C 0.45 -0.25 -3.14
S 0.60 -0.66 -1.42
N 0.33 0.83 -0.67
C 0.43 1.95 -1.30
C 0.22 3.18 -0.53
C 0.68 4.44 -0.91
C 0.45 5.51 -0.07
C -0.27 5.32 1.10
C -0.68 4.03 1.40
N -0.42 2.99 0.62
H 0.68 3.03 -3.00
H 0.44 2.38 -5.26
H 0.17 0.56 -6.89
H 0.02 -1.79 -6.12
H 0.12 -2.28 -3.67
H 1.29 4.58 -1.80
H 0.84 6.49 -0.32
H -0.47 6.13 1.78
H -1.21 3.83 2.32
N -2.63 0.31 0.36
N -1.79 0.60 1.48
H -3.44 -0.22 0.66
H -2.11 -0.31 -0.26
H -1.81 -0.14 2.19
H -2.15 1.43 1.93
O -2.66 -3.61 0.13
S -1.23 -3.56 0.09
O -0.62 -3.76 -1.20
N -0.73 -2.12 0.76
C 0.00 -2.33 1.81
S 0.79 -1.07 2.64
C 0.12 -3.74 2.23
C 0.72 -4.25 3.37
C 0.73 -5.63 3.54
C 0.19 -6.48 2.59
C -0.43 -5.96 1.45
C -0.47 -4.59 1.32
H 1.16 -3.59 4.10
H 1.18 -6.05 4.43
H 0.25 -7.55 2.72
H -0.86 -6.60 0.70
*
```

Values from the calculation:
LUMO energy ... -0.982 eV
Relative energy (zero: lowest compared OMol25 entry of this formula, charge and spin) ... 55.5 kJ/mol
Maximum force ... 0.0174 hartree/bohr
Gap between HOMO and LUMO ... 0.265 Ha